1.
{
  "formula": "C4H12NSi",
  "method": "ωB97M-V with the def2-TZVPD basis set",
  "elements": ["C", "C", "C", "C", "N", "Si", "H", "H", "H", "H", "H", "H", "H", "H", "H", "H", "H", "H"],
  "coordinates": [[0.444, 1.428, 0.774], [1.380, 0.294, 0.559], [-1.452, -0.287, 0.296], [0.441, -1.200, -2.131], [-0.923, 0.882, 1.319], [0.274, -1.146, -0.240], [0.747, 2.021, 1.539], [0.050, 2.023, -0.076], [2.016, 0.818, -0.255], [2.026, -0.148, 1.317], [-1.949, -0.884, 1.024], [-1.948, 0.177, -0.598], [1.372, -1.078, -2.500], [0.010, -2.001, -2.517], [0.010, -0.341, -2.684], [-0.955, 0.355, 2.185], [-1.741, 1.447, 1.275], [0.198, -2.360, 0.714]],
  "total_charge": 1,
  "gap_ev": 11.55,
  "largest_force_ev_per_a": 4.7
}

---

2.
{
  "formula": "C4H12O",
  "method": "ωB97M-V with the def2-TZVPD basis set",
  "elements": ["C", "C", "H", "H", "H", "H", "H", "H", "C", "O", "C", "H", "H", "H", "H", "H", "H"],
  "coordinates": [[0.937, 0.609, 2.376], [0.627, -0.831, 1.960], [0.758, 1.284, 1.553], [1.941, 0.612, 2.802], [0.226, 1.020, 3.138], [0.994, -0.979, 0.913], [1.037, -1.614, 2.596], [-0.426, -1.018, 1.804], [-0.928, -0.216, -1.234], [-0.997, 1.201, -1.068], [0.177, -0.677, -2.132], [-0.907, -0.542, -0.198], [-1.902, -0.633, -1.558], [-0.163, 1.572, -1.341], [1.186, -0.371, -1.845], [0.329, -1.737, -2.342], [0.114, -0.347, -3.184]],
  "gap_ev": 11.10,
  "largest_force_ev_per_a": 2.1
}

---

3.
{
  "formula": "C4H12O",
  "method": "ωB97M-V with the def2-TZVPD basis set",
  "elements": ["C", "C", "H", "H", "H", "H", "H", "H", "C", "C", "O", "H", "H", "H", "H", "H", "H"],
  "coordinates": [[-2.151, 0.239, -0.001], [-2.501, 0.248, -1.427], [-2.498, 1.058, 0.363], [-2.633, -0.589, 0.539], [-1.027, 0.127, 0.148], [-1.645, 0.669, -2.098], [-3.460, 0.811, -1.682], [-2.650, -0.814, -1.723], [1.764, -0.291, 1.217], [2.219, 0.463, -0.074], [2.696, -1.284, 1.635], [1.800, 0.261, 2.139], [0.832, -0.813, 0.959], [2.864, 1.389, 0.070], [2.444, -2.213, 1.373], [1.299, 0.869, -0.559], [2.650, -0.129, -0.881]],
  "gap_ev": 11.07,
  "largest_force_ev_per_a": 6.4
}

---

4.
{
  "formula": "C4H12O",
  "method": "ωB97M-V with the def2-TZVPD basis set",
  "elements": ["C", "C", "C", "C", "H", "H", "H", "H", "H", "H", "H", "H", "H", "H", "H", "H", "O"],
  "coordinates": [[-0.163, -1.440, -1.205], [-0.134, 0.611, 2.088], [-0.316, -0.656, 1.266], [-0.721, -0.414, -0.186], [-0.675, -2.378, -0.990], [0.912, -1.533, -1.036], [-0.395, -1.170, -2.235], [0.437, 0.416, 2.991], [-1.068, 1.076, 2.397], [0.482, 1.324, 1.538], [-0.998, -1.323, 1.811], [0.581, -1.284, 1.312], [-1.782, -0.569, -0.255], [-0.384, 0.569, -0.440], [0.936, 1.991, -0.863], [0.589, 1.064, -2.130], [1.175, 1.706, -1.741]],
  "gap_ev": 12.28,
  "largest_force_ev_per_a": 1.7
}

---

5.
{
  "formula": "C4H12O",
  "method": "ωB97M-V with the def2-TZVPD basis set",
  "elements": ["C", "C", "O", "H", "H", "H", "H", "H", "H", "C", "C", "H", "H", "H", "H", "H", "H"],
  "coordinates": [[-0.415, -0.967, -1.130], [0.943, -1.217, -1.841], [-1.526, -1.660, -1.763], [-0.535, -1.249, -0.133], [-0.711, 0.145, -1.229], [1.755, -0.650, -1.370], [-1.518, -2.622, -1.537], [1.001, -0.853, -2.867], [1.265, -2.323, -2.010], [0.089, 1.979, 1.240], [-0.131, 0.882, 2.282], [0.345, 3.000, 1.543], [0.858, 1.620, 0.528], [-0.689, 2.119, 0.545], [0.034, -0.118, 1.850], [-1.177, 0.970, 2.701], [0.413, 0.944, 3.189]],
  "gap_ev": 11.35,
  "largest_force_ev_per_a": 3.2
}

---

6.
{
  "formula": "C4H12O",
  "method": "ωB97M-V with the def2-TZVPD basis set",
  "elements": ["C", "O", "H", "H", "H", "H", "C", "C", "C", "H", "H", "H", "H", "H", "H", "H", "H"],
  "coordinates": [[-2.099, -1.318, 2.316], [-1.512, -0.808, 1.124], [-2.209, -0.624, 0.480], [-3.111, -1.701, 2.153], [-1.484, -2.124, 2.714], [-2.179, -0.545, 3.081], [0.767, 0.457, -1.232], [2.129, -0.238, -1.133], [0.836, 1.980, -1.263], [0.294, 0.089, -2.145], [0.099, 0.086, -0.465], [2.583, -0.366, -2.113], [0.546, 2.374, -2.231], [0.164, 2.431, -0.540], [2.059, -1.220, -0.664], [2.834, 0.340, -0.529], [1.834, 2.378, -1.082]],
  "gap_ev": 11.45,
  "largest_force_ev_per_a": 0.7
}

---

7.
{
  "formula": "C4H12O",
  "method": "ωB97M-V with the def2-TZVPD basis set",
  "elements": ["C", "C", "C", "C", "H", "H", "H", "H", "H", "H", "H", "H", "H", "H", "O", "H", "H"],
  "coordinates": [[0.000, 0.000, 0.000], [0.083, 1.104, -3.784], [0.335, 0.817, -1.231], [-0.374, 0.435, -2.513], [0.552, 0.520, 0.801], [0.348, -1.046, -0.046], [-1.073, 0.003, 0.254], [0.104, 2.196, -3.626], [-0.619, 0.881, -4.605], [1.092, 0.773, -4.084], [0.083, 1.858, -0.951], [1.435, 0.756, -1.344], [-0.194, -0.652, -2.403], [-1.450, 0.618, -2.328], [3.353, 3.270, -3.856], [3.105, 4.171, -3.547], [4.032, 3.425, -4.551]],
  "gap_ev": 11.54,
  "largest_force_ev_per_a": 1.9
}

---

8.
{
  "formula": "C4H12O",
  "method": "ωB97M-V with the def2-TZVPD basis set",
  "elements": ["C", "C", "O", "H", "H", "H", "H", "H", "H", "C", "C", "H", "H", "H", "H", "H", "H"],
  "coordinates": [[-1.477, -0.766, -0.069], [-2.528, -0.447, 1.056], [-0.556, -1.673, 0.420], [-2.065, -1.333, -0.786], [-1.023, 0.166, -0.411], [-2.483, -1.266, 1.774], [0.156, -1.288, 0.969], [-3.552, -0.418, 0.685], [-2.392, 0.508, 1.559], [1.574, 1.477, -0.701], [2.309, 0.152, -0.624], [1.096, 1.650, -1.664], [0.951, 1.597, 0.181], [2.294, 2.297, -0.665], [1.631, -0.708, -0.512], [3.037, -0.056, -1.412], [3.028, 0.107, 0.200]],
  "total_charge": 1,
  "gap_ev": [11.77, 5.14],
  "s_squared": 0.75,
  "largest_force_ev_per_a": 2.2,
  "spin_multiplicity": 2
}

---

9.
{
  "formula": "C4H12O",
  "method": "ωB97M-V with the def2-TZVPD basis set",
  "elements": ["C", "C", "H", "H", "H", "H", "H", "H", "C", "C", "O", "H", "H", "H", "H", "H", "H"],
  "coordinates": [[-1.843, -1.981, -1.180], [-0.753, -1.354, -0.274], [-1.925, -1.662, -2.203], [-1.497, -3.024, -1.294], [-2.750, -1.955, -0.587], [-1.081, -1.361, 0.778], [-0.469, -0.356, -0.586], [0.153, -1.928, -0.422], [1.422, 1.067, 1.015], [0.443, 2.168, 0.667], [1.709, 0.332, -0.158], [2.361, 1.584, 1.250], [1.208, 0.394, 1.831], [-0.487, 1.769, 0.287], [2.541, 0.617, -0.589], [0.787, 2.866, -0.117], [0.181, 2.826, 1.580]],
  "total_charge": 1,
  "gap_ev": [11.37, 4.48],
  "s_squared": 0.75,
  "largest_force_ev_per_a": 3.1,
  "spin_multiplicity": 2
}

---

10.
{
  "formula": "C4H12O2",
  "method": "ωB97M-V with the def2-TZVPD basis set",
  "elements": ["C", "C", "C", "C", "H", "H", "H", "H", "H", "H", "H", "H", "H", "H", "O", "H", "H", "O"],
  "coordinates": [[-0.740, -1.256, -0.036], [0.229, -0.129, -0.019], [0.874, 0.355, -1.072], [0.211, 0.586, 1.317], [-1.718, -0.847, 0.240], [-0.828, -1.704, -1.024], [-0.522, -1.976, 0.753], [1.522, 1.218, -0.954], [0.800, -0.155, -2.027], [1.055, 1.249, 1.484], [-0.773, 1.030, 1.484], [0.329, -0.188, 2.088], [-2.273, 1.856, -1.458], [-3.685, 1.615, -0.917], [-3.004, 2.291, -1.007], [2.187, -2.376, 0.204], [2.220, -1.786, 1.577], [2.728, -1.795, 0.752]],
  "gap_ev": 9.95,
  "largest_force_ev_per_a": 1.4
}

---

11.
{
  "formula": "C4H12O2",
  "method": "ωB97M-V with the def2-TZVPD basis set",
  "elements": ["C", "O", "C", "C", "C", "H", "H", "H", "H", "H", "H", "H", "H", "H", "H", "H", "H", "O"],
  "coordinates": [[0.974, 0.366, -1.433], [2.240, 0.879, -1.799], [0.861, 0.044, 0.073], [-0.472, -0.660, 0.437], [-0.348, -1.534, 1.701], [0.216, 1.137, -1.598], [0.788, -0.522, -2.021], [2.936, 0.732, -1.136], [0.914, 0.969, 0.681], [1.678, -0.673, 0.358], [-1.030, -0.904, -0.490], [-1.081, 0.171, 0.797], [0.106, -2.470, 1.348], [-1.343, -1.822, 2.014], [0.235, -1.265, 2.570], [-2.035, 2.270, -1.140], [-2.739, 1.434, -0.073], [-1.900, 1.848, -0.289]],
  "gap_ev": 10.77,
  "largest_force_ev_per_a": 3.2
}

---

12.
{
  "formula": "C4H12O2",
  "method": "ωB97M-V with the def2-TZVPD basis set",
  "elements": ["C", "C", "O", "H", "H", "H", "H", "H", "H", "C", "C", "O", "H", "H", "H", "H", "H", "H"],
  "coordinates": [[8.232, 12.044, 1.530], [7.094, 12.970, 1.045], [6.834, 13.017, -0.342], [8.414, 12.034, 2.604], [9.149, 12.526, 1.194], [8.206, 11.043, 1.100], [7.239, 13.986, 1.411], [6.115, 12.700, 1.441], [6.107, 12.391, -0.386], [2.054, 8.467, 1.374], [1.824, 8.245, -0.156], [2.539, 9.319, -0.837], [3.062, 8.228, 1.712], [1.354, 7.750, 1.804], [1.754, 9.419, 1.813], [0.818, 8.449, -0.523], [2.021, 7.221, -0.473], [2.305, 9.128, -1.748]],
  "gap_ev": 11.06,
  "largest_force_ev_per_a": 2.6
}

---

The records above yield energy above the lowest of the compared OMol25 structures with the same formula, charge and spin values of 17.01 21.58 37.89 9.12 26.98 17.24 6.86 7.78 18.00 15.79 22.09 30.71 kcal per mole, respectively.